DFT (ωB97M-V/def2-TZVPD) results for a molecular structure, C4H11O3 in a non-equilibrium geometry.

Its LUMO energy (spin up / spin down) is -2.63 / -3.79 eV. As for the expectation value of S²: 0.754. The calculation puts the energy above the lowest of the compared OMol25 structures with the same formula, charge and spin at 5.875 eV. Its spin multiplicity is 2.

XYZ file:
```
18
Properties=species:S:1:pos:R:3:lowdin_charge:R:1
C -2.276 -0.461 -2.206 -0.27
O -2.842 0.774 -2.270 0.07
C -1.490 -0.682 -0.905 0.02
C -0.446 0.231 -0.679 -0.10
C 0.305 0.331 0.571 -0.06
O 2.460 1.413 2.402 -0.30
H -3.068 -1.206 -2.330 0.15
H -1.615 -0.568 -3.070 0.16
H -1.519 -1.680 -0.479 0.17
H -1.634 0.520 -0.504 0.21
H -0.012 0.682 -1.572 0.17
H -0.027 1.226 1.068 0.11
H -0.036 -0.398 1.321 0.10
H 1.383 0.188 0.467 0.09
H 3.155 1.841 1.897 -0.05
H 3.001 -1.479 1.875 -0.05
H 2.431 0.247 2.259 -0.07
O 2.228 -0.981 2.155 -0.34
```